This record from the OMol25 dataset describes a structure of composition C28H38CoN4O3P2S at a distorted geometry. The level of theory is ωB97M-V with the def2-TZVPD basis set.

Element x y z (Å)
Co1 -3.58997 1.30995 -1.04869
C1 -4.59524 3.62034 -3.17743
C2 -3.49854 4.34089 -2.85522
C3 -3.67868 5.62037 -2.07424
C4 -4.67777 5.42323 -0.87977
C5 -4.54684 4.10641 -0.20488
C6 -5.12219 2.89940 -0.48286
C7 -6.25842 2.82687 -1.46598
C8 -6.01572 3.77598 -2.70472
C9 -1.60575 -0.17687 0.82091
H1 -4.52461 2.86874 -3.94317
H2 -2.54338 4.19481 -3.38208
H3 -4.02323 6.44489 -2.75888
H4 -2.69933 5.99623 -1.70864
H5 -4.51898 6.23488 -0.15456
H6 -5.70290 5.57214 -1.25527
H7 -4.04704 4.15131 0.76535
H8 -5.10153 2.07892 0.32380
H9 -7.22155 3.07150 -0.94775
H10 -6.41254 1.80324 -1.85493
H11 -6.70955 3.45248 -3.51679
H12 -6.28705 4.80199 -2.46384
H13 -1.54876 -0.73102 -0.17873
H14 -1.86307 -0.90711 1.78531
H15 -0.53182 0.21123 0.83001
P1 -1.71390 2.11678 0.87631
P2 -0.32775 2.20724 -1.74810
N1 -3.29019 1.84012 1.94815
N2 -0.45742 2.33016 2.21956
N3 -1.36231 1.73823 -3.19144
N4 1.00197 2.30061 -2.87150
C10 -1.60678 3.89669 0.14108
C11 -0.65016 4.00928 -1.08934
C12 -4.14485 0.74585 1.63083
C13 -5.27708 0.83406 2.43730
C14 -5.16406 2.02320 3.21640
C15 -3.90808 2.58774 2.93883
C16 -0.24056 1.37330 3.22721
C17 0.47485 1.97739 4.28126
C18 0.70406 3.34217 3.90787
C19 0.13626 3.52856 2.63888
C20 -2.39662 0.69065 -2.85484
C21 -3.31875 0.66089 -3.98775
C22 -2.87900 1.60497 -4.95757
C23 -1.75452 2.28445 -4.38655
C24 1.28643 2.50785 -4.22054
C25 2.67900 2.66156 -4.36095
C26 3.27364 2.49350 -3.08104
C27 2.24493 2.17120 -2.19914
H16 -1.41038 4.67092 0.91585
H17 -2.60371 4.15314 -0.32566
H18 -1.13627 4.63193 -1.87075
H19 0.30811 4.51832 -0.81299
H20 -3.84564 -0.04612 0.93276
H21 -6.09589 0.13269 2.46151
H22 -5.91872 2.44002 3.87591
H23 -3.35795 3.42314 3.38960
H24 -0.56278 0.34758 3.07847
H25 0.78774 1.51291 5.20473
H26 1.22443 4.08693 4.48859
H27 0.11288 4.39552 1.99747
H28 -2.03543 -0.26370 -2.35822
H29 -4.24296 0.03744 -3.90080
H30 -3.37835 1.82537 -5.92669
H31 -1.30623 3.19029 -4.81378
H32 0.52920 2.45544 -4.98469
H33 3.23602 2.85736 -5.26436
H34 4.31579 2.57147 -2.76076
H35 2.26002 1.78923 -1.17134
C28 1.43428 -2.31469 -0.55540
S1 1.18112 -0.60336 -1.17371
O1 1.63612 0.24901 -0.05180
O2 1.95234 -0.43315 -2.41173
O3 -0.28026 -0.52123 -1.43765
H36 1.77657 -2.31153 0.47278
H37 2.21335 -2.61970 -1.25278
H38 0.52978 -2.90046 -0.67759

## Properties
multiplicity	4
ΔE to the lowest compared entry with this formula, charge and spin	0.698	eV
charge	0
<S²>	3.78
LUMO energy (spin up / spin down)	-0.6210 / -0.6747	eV
orbital gap (spin up / spin down)	0.22759 / 0.24312	hartree
DFT total energy	-3997.72712	Ha

Results of the Mulliken charge analysis, in e, for atoms 1 through 2: 0.33 -0.33


This record from the OMol25 dataset describes a structure of composition C28H38FeN5O2P at a distorted geometry. The level of theory is ωB97M-V with the def2-TZVPD basis set.

Element x y z (Å)
Fe1 -0.01553 0.20094 1.03913
C1 3.44176 0.44681 4.40985
C2 3.12124 0.44596 2.90401
C3 3.83067 1.59468 2.19565
C4 1.61963 0.47809 2.77640
C5 0.91004 1.66904 2.54106
C6 -0.48422 1.70231 2.65399
C7 -1.24225 0.56131 2.97604
C8 -2.69984 0.67551 3.31767
C9 -0.53803 -0.64903 3.07718
C10 0.85847 -0.69018 2.95778
H1 4.52177 0.43072 4.54861
H2 3.02409 -0.42152 4.91963
H3 3.05565 1.34772 4.88942
H4 3.47447 -0.50603 2.49939
H5 3.63421 2.54905 2.68716
H6 3.54776 1.68497 1.14404
H7 4.90747 1.43840 2.23824
H8 1.43740 2.58052 2.29708
H9 -0.99539 2.64548 2.49887
H10 -3.18727 -0.29779 3.36498
H11 -3.24839 1.31696 2.62810
H12 -2.79386 1.12643 4.30741
H13 -1.07725 -1.56319 3.29706
H14 1.37664 -1.63532 3.07286
O1 4.20974 1.18648 -4.14908
C11 4.60748 0.30091 -3.13532
C12 3.50377 0.22348 -2.11986
C13 3.56892 -0.66823 -1.05201
C14 2.54920 -0.69397 -0.12649
N1 1.48697 0.12145 -0.19696
C15 1.39252 0.95082 -1.25877
C16 2.37758 1.03239 -2.22384
C17 0.12133 1.70094 -1.30060
C18 -0.21730 2.62704 -2.26734
C19 -1.46253 3.24950 -2.22705
C20 -1.84569 4.27893 -3.25167
O2 -3.15182 4.70295 -2.97565
C21 -2.33318 2.89255 -1.20165
C22 -1.92522 1.96804 -0.26393
N2 -0.72280 1.37601 -0.29406
H15 4.91275 1.27966 -4.80189
H16 5.51617 0.63939 -2.62270
H17 4.80119 -0.70846 -3.51666
H18 4.40974 -1.34024 -0.93578
H19 2.57286 -1.38228 0.70571
H20 2.29305 1.70566 -3.06373
H21 0.48966 2.87236 -3.04918
H22 -1.75595 3.82479 -4.24653
H23 -1.11849 5.09836 -3.19767
H24 -3.41373 5.39990 -3.58788
H25 -3.30686 3.35559 -1.13022
H26 -2.57517 1.69764 0.55887
C23 -1.77109 -4.34566 -1.68455
N3 -2.05017 -4.19184 -0.26260
C24 -3.46073 -3.85448 -0.00354
N4 -3.79970 -2.56026 -0.58453
C25 -3.48674 -2.63252 -2.00590
N5 -2.06940 -3.00627 -2.18136
C26 -1.11634 -1.97847 -1.85639
P1 -1.25017 -1.61107 -0.01921
C27 -1.09205 -3.40499 0.47876
C28 -3.09716 -1.45995 0.07389
H27 -2.44400 -5.07317 -2.13221
H28 -0.73317 -4.61439 -1.86770
H29 -3.62493 -3.84551 1.07304
H30 -4.08410 -4.62829 -0.45049
H31 -3.65422 -1.67247 -2.49150
H32 -4.10093 -3.39441 -2.48383
H33 -1.35147 -1.06508 -2.40832
H34 -0.10145 -2.29394 -2.10346
H35 -1.30489 -3.49160 1.54690
H36 -0.07706 -3.76429 0.30242
H37 -3.40120 -0.51258 -0.37455
H38 -3.39243 -1.42230 1.12545

## Properties
multiplicity	2
charge	+3
<S²>	0.76
LUMO energy (spin up / spin down)	-8.4153 / -11.5021	eV
orbital gap (spin up / spin down)	0.32742 / 0.21382	hartree
DFT total energy	-3118.15471	Ha

Results of the Mulliken charge analysis, in e, for atoms 1 through 2: -0.14 -1.53


This record from the OMol25 dataset describes a structure of composition C28H38GeN3OReS2Te. The level of theory is ωB97M-V with the def2-TZVPD basis set.

Element x y z (Å)
Re1 -0.47332 0.55165 1.01688
C1 0.99730 -0.56148 -2.50640
N1 0.30841 -1.23745 -1.39183
C2 -1.01366 -1.77219 -1.65973
C3 -1.60615 -2.32142 -0.35645
N2 -2.06901 -1.29240 0.58649
C4 -3.39495 -0.81997 0.13557
C5 -2.21945 -1.76845 1.95016
C6 -2.27421 -3.11674 2.26831
C7 -2.49321 -3.53022 3.57671
C8 -2.69568 -2.58842 4.57174
C9 -2.64106 -1.23698 4.26948
C10 -2.38421 -0.80206 2.96864
S1 -2.24495 0.91568 2.62654
C11 1.22317 -2.23257 -0.88439
C12 1.44321 -3.43255 -1.55036
C13 2.42972 -4.31224 -1.13220
C14 3.22847 -3.96902 -0.04783
C15 3.00180 -2.79285 0.63984
C16 1.97607 -1.91323 0.26023
S2 1.70302 -0.47876 1.20524
H1 1.32094 -1.30996 -3.24870
H2 1.90645 -0.14258 -2.06783
H3 0.87099 1.38982 -3.38989
H4 -0.99802 -2.59513 -2.39043
H5 -1.64160 -0.97886 -2.07016
H6 -0.82892 -2.91026 0.12931
H7 -2.44198 -2.98887 -0.60852
H8 -4.12183 -1.63980 0.20164
H9 -3.33671 -0.45880 -0.88812
H10 -3.72321 0.00822 0.75603
H11 -2.14557 -3.86726 1.49900
H12 -2.49259 -4.58743 3.81099
H13 -2.89514 -2.91420 5.58614
H14 -2.76782 -0.48901 5.04143
H15 0.84815 -3.67976 -2.42328
H16 2.58350 -5.24830 -1.65516
H17 4.02920 -4.63072 0.26296
H18 3.61105 -2.51974 1.49254
Te1 0.91580 2.73866 1.44356
C17 -0.47269 3.94888 2.55316
C18 -1.11290 5.04592 1.98316
C19 -2.02587 5.80269 2.70686
C20 -2.29027 5.48849 4.03142
C21 -1.63582 4.41441 4.61944
C22 -0.74430 3.64680 3.88483
H19 -0.88066 5.32258 0.96161
H20 -2.53252 6.63934 2.23735
H21 -3.00274 6.07608 4.59820
H22 -1.82896 4.17682 5.65929
H23 -0.26264 2.79344 4.34497
C23 -3.81012 3.21475 -0.85070
C24 -2.38424 2.73768 -0.94818
N3 -1.44157 3.66732 -1.21323
O1 -2.10538 1.54998 -0.81444
H24 -3.91421 4.25865 -1.14429
H25 -4.13227 3.09939 0.18600
H26 -4.45415 2.59155 -1.46937
H27 -1.68630 4.63608 -1.10511
H28 -0.50035 3.41754 -0.90190
C25 0.42193 0.96938 -6.31810
Ge1 -0.64474 0.08695 -4.90013
C26 -2.52574 0.67428 -5.08337
C27 -0.59173 -1.85129 -5.30280
C28 0.19655 0.55870 -3.17234
H29 0.12233 0.63244 -7.31218
H30 1.47781 0.72701 -6.18551
H31 0.31204 2.05390 -6.27528
H32 -2.85592 0.53463 -6.11385
H33 -2.63170 1.72896 -4.82622
H34 -3.17880 0.09581 -4.42850
H35 -1.00378 -2.02887 -6.29768
H36 -1.17238 -2.42608 -4.58144
H37 0.43571 -2.21693 -5.29224
H38 -0.53540 0.93624 -2.46385

## Properties
multiplicity	4
ΔE to the lowest compared entry with this formula, charge and spin	0.339	eV
charge	-1
<S²>	3.77
LUMO energy (spin up / spin down)	2.4413 / 2.4335	eV
orbital gap (spin up / spin down)	0.18877 / 0.19381	hartree
DFT total energy	-4548.89930	Ha

Results of the Mulliken charge analysis, in e, for atoms 1 through 2: 0.59 -1.12